Computed, not measured: a 20-piece molecular cluster, C82H215N15O31 overall at a distorted geometry, with ωB97M-V/def2-TZVPD.

Results
HOMO energy: -8.43 eV
Kohn-Sham gap: 8.58 eV

Element x y z (Å)
C1 -10.25 2.97 2.09
O1 -10.02 1.65 1.67
C2 -8.63 1.46 1.60
C3 -8.38 0.10 0.94
N1 -9.10 -0.99 1.63
C4 -8.99 -2.27 0.90
C5 -7.64 -2.90 1.19
O2 -7.55 -4.15 0.55
C6 -6.32 -4.84 0.77
H1 -9.80 3.10 3.13
H2 -11.28 3.25 2.08
H3 -9.69 3.66 1.46
H4 -8.10 1.51 2.55
H5 -8.25 2.23 0.94
H6 -7.26 -0.02 0.95
H7 -8.68 0.16 -0.06
H8 -10.09 -0.75 1.80
H9 -9.21 -2.09 -0.15
H10 -9.74 -3.01 1.21
H11 -7.48 -2.95 2.33
H12 -6.93 -2.15 0.80
H13 -6.40 -5.85 0.28
H14 -6.20 -5.02 1.83
H15 -5.49 -4.33 0.31
C7 -3.69 -4.78 10.55
O3 -3.38 -4.19 9.33
C8 -4.50 -3.71 8.64
C9 -4.09 -3.17 7.32
N2 -3.46 -4.15 6.58
C10 -3.23 -3.92 5.14
C11 -4.39 -4.12 4.28
O4 -5.44 -3.21 4.51
C12 -5.23 -1.90 3.91
H16 -4.24 -5.75 10.53
H17 -4.26 -4.04 11.13
H18 -2.72 -4.86 11.09
H19 -4.95 -2.89 9.20
H20 -5.23 -4.58 8.48
H21 -3.40 -2.33 7.58
H22 -4.96 -2.73 6.81
H23 -2.60 -4.37 7.06
H24 -2.47 -4.76 4.89
H25 -2.73 -3.00 4.85
H26 -4.86 -5.08 4.48
H27 -4.07 -4.02 3.23
H28 -6.14 -1.31 3.95
H29 -4.97 -2.10 2.82
H30 -4.37 -1.35 4.30
C13 -4.25 -0.18 0.11
O5 -3.06 0.53 0.47
C14 -2.59 1.37 -0.63
C15 -2.11 0.51 -1.83
N3 -0.80 -0.11 -1.54
C16 -0.20 -0.92 -2.59
C17 1.20 -1.40 -2.18
O6 1.09 -2.14 -1.03
C18 2.38 -2.58 -0.62
H31 -5.13 0.48 -0.06
H32 -4.51 -0.75 1.01
H33 -4.06 -0.77 -0.74
H34 -1.75 1.96 -0.24
H35 -3.45 1.99 -0.99
H36 -1.95 1.26 -2.65
H37 -2.92 -0.14 -2.17
H38 -0.91 -0.78 -0.80
H39 -0.09 -0.32 -3.50
H40 -0.80 -1.79 -2.83
H41 1.83 -0.50 -2.04
H42 1.75 -1.98 -2.95
H43 2.77 -3.29 -1.37
H44 2.25 -3.03 0.36
H45 3.04 -1.74 -0.50
C19 -0.05 7.47 6.03
O7 -0.11 6.55 4.89
C20 1.00 5.72 4.77
C21 0.87 4.88 3.52
N4 1.94 3.89 3.41
C22 1.81 2.83 4.42
C23 2.64 1.70 3.94
O8 2.03 1.13 2.76
C24 2.86 0.07 2.29
H46 0.83 8.12 5.99
H47 0.01 6.83 6.92
H48 -0.94 8.10 6.01
H49 1.04 5.18 5.70
H50 1.90 6.30 4.77
H51 0.96 5.60 2.63
H52 -0.13 4.41 3.48
H53 1.70 3.42 2.52
H54 0.79 2.43 4.64
H55 2.19 3.24 5.37
H56 2.74 0.95 4.75
H57 3.60 2.12 3.63
H58 2.64 -0.85 2.83
H59 3.89 0.31 2.40
H60 2.67 -0.06 1.21
C25 1.44 -4.14 5.12
O9 2.21 -3.04 4.87
C26 3.22 -2.77 5.84
C27 4.46 -3.62 5.64
N5 5.23 -3.40 4.36
C28 4.69 -4.06 3.22
C29 5.44 -3.74 1.91
O10 5.17 -2.37 1.61
C30 5.67 -1.97 0.36
H61 1.94 -5.10 5.38
H62 0.89 -4.33 4.18
H63 0.65 -3.91 5.84
H64 2.74 -2.84 6.83
H65 3.48 -1.73 5.73
H66 4.27 -4.70 5.72
H67 5.11 -3.50 6.54
H68 5.23 -2.39 4.20
H69 3.61 -3.84 3.05
H70 4.81 -5.12 3.33
H71 4.96 -4.30 1.09
H72 6.48 -4.00 1.95
H73 5.29 -2.58 -0.46
H74 6.75 -2.09 0.52
H75 5.54 -0.89 0.16
C31 -0.24 -2.89 -6.41
O11 -0.41 -1.74 -5.56
C32 -0.18 -0.55 -6.25
C33 -1.43 0.07 -6.85
N6 -2.36 0.63 -5.83
C34 -3.50 1.31 -6.39
C35 -4.62 0.38 -6.87
O12 -5.16 -0.31 -5.70
C36 -5.98 -1.44 -6.06
H76 -0.99 -2.91 -7.20
H77 -0.37 -3.76 -5.75
H78 0.74 -2.94 -6.84
H79 0.62 -0.62 -7.05
H80 0.18 0.19 -5.57
H81 -1.93 -0.72 -7.46
H82 -1.12 0.90 -7.53
H83 -2.73 -0.25 -5.40
H84 -3.26 1.98 -7.18
H85 -3.88 1.99 -5.63
H86 -4.27 -0.37 -7.53
H87 -5.45 0.87 -7.26
H88 -6.87 -1.14 -6.69
H89 -6.45 -1.82 -5.18
H90 -5.44 -2.29 -6.59
C37 -2.07 -3.23 0.10
O13 -1.58 -2.02 0.69
C38 -1.21 -2.29 2.09
C39 -0.75 -1.02 2.77
N7 -1.88 -0.20 3.02
C40 -1.58 1.15 3.46
C41 -2.82 1.94 3.79
O14 -2.44 2.96 4.68
C42 -3.45 3.67 5.32
H91 -2.17 -3.00 -0.95
H92 -3.08 -3.44 0.50
H93 -1.45 -4.14 0.18
H94 -0.35 -2.94 2.11
H95 -2.11 -2.71 2.62
H96 0.03 -0.49 2.14
H97 -0.31 -1.27 3.69
H98 -2.40 -0.09 2.17
H99 -0.94 1.67 2.71
H100 -1.03 1.10 4.43
H101 -3.56 1.31 4.24
H102 -3.14 2.31 2.80
H103 -2.94 4.38 5.93
H104 -4.09 3.10 5.97
H105 -4.16 4.15 4.64
C43 4.97 4.55 1.77
O15 6.33 4.23 1.82
C44 7.09 5.05 0.99
C45 8.48 4.49 1.10
N8 8.94 4.66 2.52
C46 10.28 4.27 2.88
C47 11.34 5.31 2.51
O16 11.39 5.40 1.10
C48 12.40 6.22 0.57
H106 4.62 4.75 0.77
H107 4.76 5.45 2.35
H108 4.32 3.78 2.17
H109 7.02 6.12 1.38
H110 6.79 4.94 -0.07
H111 9.11 5.03 0.40
H112 8.34 3.48 0.77
H113 8.23 4.23 3.14
H114 10.55 3.24 2.56
H115 10.28 4.22 3.98
H116 12.31 5.03 2.91
H117 11.00 6.26 2.98
H118 13.45 5.93 0.85
H119 12.34 7.24 0.87
H120 12.28 6.16 -0.52
C49 6.25 -4.22 -4.07
O17 4.92 -4.62 -4.37
C50 4.20 -5.03 -3.14
C51 2.78 -5.64 -3.30
N9 1.83 -4.62 -3.49
C52 0.43 -5.08 -3.45
C53 -0.20 -5.65 -2.20
O18 0.32 -7.00 -2.06
C54 -0.54 -7.84 -1.32
H121 6.77 -5.05 -3.54
H122 6.24 -3.36 -3.40
H123 6.75 -3.99 -5.02
H124 4.02 -4.20 -2.46
H125 4.82 -5.78 -2.68
H126 2.68 -6.27 -2.37
H127 2.73 -6.41 -4.18
H128 2.00 -4.11 -4.31
H129 0.28 -5.86 -4.22
H130 -0.21 -4.23 -3.78
H131 -1.27 -5.66 -2.30
H132 0.08 -5.14 -1.25
H133 -0.98 -7.33 -0.47
H134 0.05 -8.65 -0.92
H135 -1.35 -8.26 -1.96
C55 9.46 -2.65 -4.74
O19 8.37 -1.97 -4.05
C56 8.34 -0.62 -4.36
C57 7.42 0.09 -3.31
N10 7.58 1.56 -3.29
C58 7.79 2.04 -1.94
C59 6.63 1.78 -0.98
O20 5.49 2.56 -1.45
C60 4.34 1.88 -1.09
H136 9.20 -2.76 -5.77
H137 9.68 -3.55 -4.24
H138 10.37 -2.04 -4.72
H139 8.01 -0.38 -5.38
H140 9.36 -0.22 -4.24
H141 7.77 -0.23 -2.34
H142 6.39 -0.19 -3.51
H143 6.66 1.96 -3.61
H144 7.95 3.12 -1.99
H145 8.71 1.71 -1.48
H146 6.82 2.10 0.06
H147 6.31 0.76 -0.94
H148 3.44 2.37 -1.55
H149 4.13 1.98 -0.04
H150 4.28 0.78 -1.38
C61 0.62 8.32 -5.34
O21 0.29 7.74 -4.02
C62 -1.05 8.03 -3.66
C63 -1.30 7.35 -2.34
N11 -1.24 5.91 -2.56
C64 -1.97 5.10 -1.55
C65 -1.97 5.37 -0.09
O22 -2.80 6.53 0.06
C66 -2.95 6.92 1.40
H151 0.51 9.43 -5.22
H152 -0.02 7.91 -6.11
H153 1.62 8.01 -5.51
H154 -1.77 7.70 -4.45
H155 -1.20 9.12 -3.40
H156 -2.25 7.69 -1.94
H157 -0.41 7.66 -1.72
H158 -0.32 5.57 -2.54
H159 -1.71 4.08 -1.70
H160 -3.06 5.11 -1.79
H161 -0.96 5.58 0.31
H162 -2.27 4.54 0.50
H163 -3.42 7.90 1.35
H164 -2.04 6.85 1.99
H165 -3.59 6.16 1.88
C67 -5.62 4.01 1.56
C68 -6.68 4.80 2.41
O23 -7.64 5.50 1.60
H166 -6.05 3.88 0.59
H167 -5.40 3.01 1.91
H168 -4.70 4.56 1.48
H169 -6.27 5.54 3.08
H170 -7.24 4.09 3.00
H171 -7.28 6.09 0.98
C69 6.52 0.53 5.00
C70 7.18 0.82 3.66
O24 6.26 1.50 2.75
H172 5.91 1.44 5.19
H173 7.27 0.43 5.74
H174 5.99 -0.42 4.97
H175 7.40 -0.10 3.19
H176 8.10 1.40 3.85
H177 6.28 2.45 3.05
C71 -7.79 1.15 -3.48
C72 -6.73 1.57 -2.39
O25 -5.41 1.60 -2.89
H178 -7.94 1.88 -4.27
H179 -8.75 1.04 -2.99
H180 -7.46 0.17 -3.86
H181 -6.77 0.76 -1.67
H182 -6.95 2.60 -1.94
H183 -5.40 1.02 -3.69
C73 -5.68 -2.44 -2.10
C74 -6.62 -3.31 -2.87
O26 -8.05 -3.00 -2.72
H184 -5.50 -2.82 -1.08
H185 -6.12 -1.47 -2.10
H186 -4.77 -2.43 -2.68
H187 -6.47 -4.45 -2.70
H188 -6.45 -3.22 -3.95
H189 -8.17 -2.75 -1.82
C75 3.77 -1.31 -4.85
C76 3.94 -1.75 -6.31
O27 3.39 -3.08 -6.44
H190 4.18 -0.31 -4.80
H191 4.28 -2.09 -4.28
H192 2.75 -1.23 -4.50
H193 4.95 -1.74 -6.63
H194 3.31 -1.22 -6.99
H195 3.82 -3.65 -5.75
C77 1.61 -6.56 1.29
C78 0.32 -6.79 2.03
O28 -0.58 -5.86 1.51
H196 1.94 -5.47 1.36
H197 1.52 -6.73 0.21
H198 2.42 -7.21 1.68
H199 0.53 -6.60 3.07
H200 0.00 -7.83 1.98
H201 -1.39 -5.99 2.05
C79 -3.49 -4.63 -5.12
C80 -3.59 -5.68 -4.07
O29 -3.68 -5.09 -2.73
H202 -2.60 -4.03 -5.17
H203 -4.33 -3.94 -5.08
H204 -3.69 -5.14 -6.10
H205 -2.75 -6.39 -4.00
H206 -4.48 -6.32 -4.24
H207 -4.07 -5.71 -2.12
C81 -0.84 3.76 -6.07
O30 -0.89 3.12 -7.11
N12 -1.11 3.27 -4.82
N13 -0.45 5.06 -6.17
H208 -1.13 4.00 -4.16
H209 -1.58 2.34 -4.76
H210 -0.59 5.75 -5.46
H211 -0.33 5.39 -7.12
C82 1.15 2.93 -0.28
O31 1.93 3.83 0.13
N14 0.58 2.98 -1.57
N15 0.71 1.84 0.37
H212 0.26 2.04 -1.90
H213 1.19 3.35 -2.28
H214 0.21 1.13 -0.13
H215 0.92 1.87 1.40

***

Computed, not measured: C31H28BN7PtS as an isolated structure, with ωB97M-V/def2-TZVPD.

Results
⟨S²⟩: 6.07
charge: +2
multiplicity: 5
HOMO energy (alpha / beta): -13.64 / -13.68 eV
Kohn-Sham gap (alpha / beta): 7.85 / 4.34 eV

Element x y z (Å)
Pt1 -0.22 -0.24 0.42
C1 2.52 0.47 -4.35
C2 2.48 0.24 -2.88
C3 3.49 0.22 -1.97
C4 2.90 -0.14 -0.73
N1 1.55 -0.25 -0.92
N2 1.31 -0.03 -2.19
B1 -0.17 -0.04 -2.75
N3 -0.89 -1.29 -2.29
N4 -1.02 -1.58 -0.97
C5 -1.60 -2.76 -0.84
C6 -1.86 -3.28 -2.12
C7 -1.40 -2.33 -3.01
C8 -1.43 -2.34 -4.50
C9 -1.84 -3.33 0.49
C10 -1.55 -4.66 0.75
C11 -1.74 -5.18 2.03
C12 -2.22 -4.37 3.05
C13 -2.53 -3.04 2.79
C14 -2.35 -2.52 1.52
N5 -0.85 1.25 -2.15
N6 -1.13 1.32 -0.87
C15 -1.59 2.59 -0.62
C16 -1.56 3.32 -1.84
C17 -1.12 2.44 -2.79
C18 -0.94 2.63 -4.25
C19 -2.06 3.01 0.64
C20 -2.54 2.08 1.61
C21 -3.05 2.52 2.80
C22 -3.07 3.89 3.07
C23 -2.60 4.83 2.13
C24 -2.12 4.40 0.93
C25 3.54 -0.41 0.50
C26 2.96 -1.30 1.46
C27 3.64 -1.60 2.61
C28 4.87 -0.99 2.87
C29 5.45 -0.11 1.94
C30 4.81 0.16 0.77
H1 3.55 0.63 -4.66
H2 2.12 -0.39 -4.89
H3 1.94 1.35 -4.63
H4 4.54 0.35 -2.18
H5 -0.14 0.05 -3.93
H6 -2.34 -4.21 -2.36
H7 -1.90 -3.26 -4.85
H8 -2.01 -1.50 -4.89
H9 -0.43 -2.29 -4.92
H10 -1.16 -5.29 -0.04
H11 -1.51 -6.22 2.23
H12 -2.37 -4.78 4.04
H13 -2.94 -2.42 3.58
H14 -2.66 -1.51 1.29
H15 -1.89 4.33 -2.00
H16 -1.25 3.64 -4.52
H17 0.10 2.51 -4.55
H18 -1.55 1.92 -4.82
H19 -2.54 1.03 1.37
H20 -3.43 1.82 3.53
H21 -3.47 4.24 4.02
H22 -2.62 5.89 2.37
H23 -1.74 5.11 0.21
H24 2.03 -1.80 1.23
H25 3.22 -2.30 3.33
H26 5.40 -1.22 3.79
H27 6.41 0.35 2.16
H28 5.24 0.85 0.05
S1 0.65 1.20 2.04
C31 1.35 2.24 0.91
N7 1.79 2.90 0.07

***

Computed, not measured: one molecule with the formula C5H4O2 at a distorted geometry, with ωB97M-V/def2-TZVPD.

Results
relative energy (zero: lowest compared OMol25 entry of this formula, charge and spin): 586.3 kJ/mol
HOMO energy: -9.94 eV
SMILES: C#COC(=O)C=C
Kohn-Sham gap: 9.64 eV

Element x y z (Å)
C1 3.37 0.22 0.78
C2 2.29 -0.10 0.33
O1 0.63 -0.42 0.40
C3 0.15 0.06 -0.68
O2 0.31 0.81 -1.58
C4 -1.44 -0.62 -0.16
C5 -2.45 0.20 0.02
H1 4.38 0.46 1.01
H2 -1.43 -1.70 -0.16
H3 -2.33 1.28 0.03
H4 -3.47 -0.18 0.01

***

Computed, not measured: one molecule with the formula C3H9N3S at a distorted geometry, with ωB97M-V/def2-TZVPD.

Results
relative energy (zero: lowest compared OMol25 entry of this formula, charge and spin): 239.4 kJ/mol
HOMO energy: -9.15 eV
SMILES: [H]/N=C(/NN)[C@H](C)S
Kohn-Sham gap: 9.98 eV

Element x y z (Å)
H1 -0.66 -1.19 -2.29
N1 0.40 -1.04 -1.99
C1 0.40 -0.44 -0.91
N2 1.50 -0.64 -0.13
N3 2.15 0.41 0.55
C2 -0.64 0.53 -0.16
C3 -1.25 -0.13 1.00
S1 -1.91 1.20 -1.33
H2 2.06 -1.36 -0.54
H3 2.91 0.91 0.13
H4 2.34 0.19 1.63
H5 -0.06 1.26 0.34
H6 -1.83 0.50 1.81
H7 -2.09 -0.79 0.70
H8 -0.41 -0.62 1.55
H9 -2.91 1.21 -0.37

***

Computed, not measured: a 3-piece molecular cluster, C4H15NO3 overall at a distorted geometry, with ωB97M-V/def2-TZVPD.

Results
relative energy (zero: lowest compared OMol25 entry of this formula, charge and spin): 113.3 kJ/mol
HOMO energy: -9.00 eV
SMILES: C[C@H](O)[C@@H](C)N.O.O
Kohn-Sham gap: 9.26 eV

Element x y z (Å)
C1 -2.24 -0.75 -0.27
C2 -1.41 -0.65 1.03
O1 -2.07 0.10 2.03
C3 0.06 -0.18 0.69
C4 0.39 1.21 1.24
N1 0.93 -1.25 1.21
H1 -3.24 -0.39 -0.04
H2 -2.36 -1.77 -0.64
H3 -1.78 -0.10 -1.01
H4 -1.28 -1.60 1.53
H5 -2.61 0.83 1.72
H6 0.19 -0.07 -0.39
H7 0.28 1.97 0.46
H8 1.35 1.41 1.72
H9 -0.33 1.53 2.00
H10 0.94 -1.19 2.23
H11 1.89 -1.28 0.89
O2 3.74 0.50 -0.99
H12 3.63 -0.25 -1.57
H13 2.97 1.06 -1.10
O3 0.11 0.64 -3.47
H14 1.05 0.47 -3.59
H15 -0.23 -0.24 -3.67

***

- Number 3 is which compound?
  C5H4O2